Record 1
Formula: C6H7N
Source: OMol25
Level of theory: ωB97M-V/def2-TZVPD

Summary:
spin multiplicity = 1
HOMO = -8.2 eV
relative energy (zero: lowest compared OMol25 entry of this formula, charge and spin) = 180.5 kcal/mol
orbital gap = 8.50 eV

The geometry in XYZ format:
```
14
C6H7N | OMol25 | ωB97M-V/def2-TZVPD
C 2.033 0.228 -0.255
C 0.962 1.199 0.071
C -0.826 -0.765 -0.688
C -1.358 0.551 -0.186
C -1.782 -0.786 0.354
N -0.357 -0.911 0.737
C -0.186 0.621 0.801
H 2.755 0.593 0.501
H 2.570 0.386 -1.199
H 1.885 -0.845 -0.078
H -0.619 -1.244 -1.630
H -1.958 1.289 -0.709
H -2.650 -1.375 0.591
H -0.398 1.097 1.775
```

Record 2
Formula: C4H5NO2
Source: OMol25
Level of theory: ωB97M-V/def2-TZVPD

Summary:
spin multiplicity = 1
HOMO = -8.5 eV
SMILES string = Cc1coc(=O)[nH]1
relative energy (zero: lowest compared OMol25 entry of this formula, charge and spin) = 34.8 kcal/mol
orbital gap = 9.23 eV

The geometry in XYZ format:
```
12
C4H5NO2 | OMol25 | ωB97M-V/def2-TZVPD
C -1.556 -0.400 -0.710
C -0.230 -0.027 -0.134
C 0.256 1.213 0.015
O 1.644 1.188 0.202
C 1.733 0.043 0.905
O 2.379 -0.077 1.898
N 0.760 -0.893 0.321
H -1.471 -0.318 -1.801
H -1.907 -1.405 -0.453
H -2.298 0.335 -0.377
H -0.195 2.162 0.219
H 0.886 -1.820 -0.085
```

Record 3
Formula: C27H29N4NiOP2S
Source: OMol25
Level of theory: ωB97M-V/def2-TZVPD

Summary:
spin multiplicity = 2
HOMO (alpha / beta) = -6.3 / -6.4 eV
relative energy (zero: lowest compared OMol25 entry of this formula, charge and spin) = 0.0 kcal/mol
orbital gap (alpha / beta) = 6.33 / 6.48 eV

The geometry in XYZ format:
```
65
C27H29N4NiOP2S | OMol25 | ωB97M-V/def2-TZVPD
Ni -2.107 0.328 0.198
C -3.748 0.593 3.296
P -2.347 -0.180 2.407
C -1.019 -0.016 3.659
C -2.784 -1.963 2.513
C -2.889 -2.646 3.723
C -3.226 -3.989 3.753
C -3.471 -4.668 2.566
C -3.378 -3.997 1.359
C -3.032 -2.647 1.316
P -2.895 -1.703 -0.254
C -4.565 -1.922 -0.974
C -1.928 -2.832 -1.326
H -3.897 0.160 4.286
H -4.653 0.464 2.702
H -3.557 1.663 3.389
H -1.324 -0.349 4.652
H -0.741 1.037 3.710
H -0.142 -0.581 3.343
H -2.706 -2.127 4.657
H -3.299 -4.509 4.700
H -3.736 -5.717 2.586
H -3.576 -4.532 0.437
H -4.847 -2.973 -1.070
H -4.571 -1.456 -1.960
H -5.293 -1.406 -0.349
H -2.399 -3.807 -1.464
H -0.932 -2.969 -0.906
H -1.823 -2.342 -2.294
O -1.858 0.711 -1.870
N -2.156 1.916 -2.315
C -2.003 2.135 -3.642
C -2.284 3.344 -4.214
C -2.743 4.377 -3.391
C -2.894 4.144 -2.050
C -2.600 2.895 -1.467
S -2.762 2.575 0.201
H -1.646 1.273 -4.183
H -2.149 3.475 -5.277
H -2.979 5.347 -3.808
H -3.249 4.916 -1.382
N 4.987 1.684 -1.168
C 6.332 1.383 -1.228
C 7.424 2.054 -1.770
C 8.653 1.438 -1.642
C 8.790 0.197 -0.996
C 7.701 -0.460 -0.463
C 6.450 0.145 -0.584
N 5.208 -0.290 -0.151
C 4.377 0.648 -0.509
C 2.928 0.613 -0.253
C 2.102 1.710 -0.468
C 0.746 1.591 -0.213
N 0.190 0.471 0.237
C 0.986 -0.576 0.453
C 2.349 -0.558 0.225
H 4.532 2.478 -1.580
H 7.321 3.009 -2.267
H 9.531 1.921 -2.049
H 9.773 -0.249 -0.918
H 7.801 -1.415 0.035
H 2.487 2.661 -0.814
H 0.069 2.425 -0.366
H 0.504 -1.474 0.824
H 2.964 -1.427 0.407
```

Record 4
Formula: C44H45BrN6O5S3SiTa
Source: OMol25
Level of theory: ωB97M-V/def2-TZVPD

Summary:
spin multiplicity = 1
HOMO = -5.1 eV
relative energy (zero: lowest compared OMol25 entry of this formula, charge and spin) = 28.1 kcal/mol
net charge = -1
orbital gap = 6.28 eV

The geometry in XYZ format:
```
106
C44H45BrN6O5S3SiTa | OMol25 | ωB97M-V/def2-TZVPD
Ta -0.124 0.138 -0.288
O 2.995 0.177 2.756
C 2.211 -0.086 1.857
N 1.155 0.628 1.426
C 0.790 1.796 2.141
C 1.644 2.662 2.808
C 1.123 3.811 3.389
C -0.234 4.091 3.300
C -1.085 3.218 2.634
C -0.563 2.065 2.063
N -1.270 1.076 1.315
C -2.519 0.762 1.740
O -3.209 1.357 2.551
C -3.003 -0.534 1.188
C -4.319 -0.906 1.376
C -4.711 -2.158 0.953
C -3.762 -2.994 0.386
C -2.477 -2.528 0.205
N -2.089 -1.296 0.586
C 2.337 -1.388 1.144
C 3.479 -2.143 1.309
C 3.540 -3.382 0.704
C 2.439 -3.828 -0.007
C 1.339 -3.001 -0.136
N 1.285 -1.776 0.415
H 2.699 2.445 2.854
H 1.789 4.496 3.901
H -0.637 4.996 3.738
H -2.139 3.430 2.550
H -4.986 -0.206 1.862
H -5.735 -2.488 1.078
H -4.009 -3.999 0.069
H -1.725 -3.154 -0.250
H 4.276 -1.734 1.914
H 4.425 -4.000 0.800
H 2.425 -4.802 -0.476
H 0.469 -3.321 -0.677
S 2.003 0.351 -1.632
C 1.762 1.751 -2.650
C 2.341 1.817 -3.910
C 2.151 2.929 -4.715
C 2.755 2.954 -6.039
N 3.229 2.954 -7.087
C 1.372 3.992 -4.249
C 0.796 3.923 -2.989
C 0.983 2.807 -2.175
S 0.310 2.703 -0.585
C 1.147 5.170 -5.077
N 0.963 6.103 -5.723
H 2.941 0.990 -4.273
H 0.182 4.742 -2.638
C -1.678 -6.674 -1.252
C -0.622 -6.072 -2.162
C -0.831 -6.540 -3.599
C 0.774 -6.435 -1.679
O -0.779 -4.646 -2.037
Si -0.428 -3.412 -3.094
S -0.683 -1.678 -1.996
O -1.453 -3.443 -4.368
C -2.852 -3.202 -4.583
C -3.192 -3.920 -5.878
C -3.085 -1.709 -4.716
C -3.666 -3.769 -3.432
O 1.037 -3.773 -3.718
C 1.946 -3.088 -4.603
C 2.975 -2.376 -3.744
C 1.199 -2.091 -5.482
C 2.587 -4.172 -5.448
H -1.595 -7.765 -1.229
H -2.679 -6.408 -1.603
H -1.556 -6.293 -0.234
H -0.798 -7.633 -3.630
H -0.054 -6.149 -4.262
H -1.800 -6.209 -3.981
H 0.967 -7.501 -1.832
H 0.874 -6.216 -0.611
H 1.523 -5.861 -2.233
H -2.603 -3.507 -6.701
H -4.253 -3.803 -6.116
H -2.967 -4.988 -5.796
H -2.449 -1.295 -5.506
H -2.850 -1.190 -3.786
H -4.130 -1.510 -4.973
H -3.530 -4.852 -3.345
H -4.729 -3.560 -3.589
H -3.362 -3.301 -2.493
H 2.494 -1.629 -3.103
H 3.718 -1.874 -4.373
H 3.491 -3.093 -3.097
H 0.724 -1.313 -4.871
H 0.418 -2.586 -6.063
H 1.901 -1.605 -6.165
H 3.074 -4.910 -4.805
H 3.340 -3.742 -6.116
H 1.832 -4.680 -6.054
Br -4.746 2.969 -4.716
C -3.499 2.220 -3.491
C -2.299 1.709 -3.955
C -1.427 1.104 -3.059
C -1.680 1.037 -1.676
C -2.890 1.608 -1.261
C -3.805 2.173 -2.147
H -2.057 1.753 -5.009
H -0.524 0.665 -3.467
H -3.144 1.675 -0.215
H -4.735 2.591 -1.782
```

Record 5
Formula: C8H4CaClNO3
Source: OMol25
Level of theory: ωB97M-V/def2-TZVPD

Summary:
spin multiplicity = 1
HOMO = -16.3 eV
net charge = +2
orbital gap = 7.67 eV

The geometry in XYZ format:
```
18
C8H4CaClNO3 | OMol25 | ωB97M-V/def2-TZVPD
O 0.799 -3.249 -4.185
C 0.891 -2.302 -3.546
Ca 1.124 0.699 -1.411
C 0.267 2.150 -3.223
C 3.594 0.583 -1.379
O -0.128 2.929 -3.964
O 4.735 0.640 -1.270
Cl -2.493 -2.697 2.157
C -1.615 -1.246 1.827
C -1.601 -0.155 2.735
C -0.876 1.029 2.450
C -0.172 1.082 1.236
N -0.206 0.008 0.379
C -0.900 -1.138 0.640
H -2.161 -0.258 3.650
H -0.845 1.882 3.124
H 0.433 1.972 0.915
H -0.847 -1.931 -0.134
```

Record 6
Formula: C21H26N2O6S
Source: OMol25
Level of theory: ωB97M-V/def2-TZVPD

Summary:
spin multiplicity = 1
HOMO = -8.9 eV
SMILES string = O=C(COC(=O)c1ccc(S(=O)(=O)NCc2ccco2)cc1)NCC1CCCCC1
relative energy (zero: lowest compared OMol25 entry of this formula, charge and spin) = 12.6 kcal/mol
orbital gap = 8.47 eV

The geometry in XYZ format:
```
56
C21H26N2O6S | OMol25 | ωB97M-V/def2-TZVPD
O 1.131 -1.291 4.860
C 0.786 -0.630 3.907
N 0.144 -1.113 2.830
H -0.044 -0.489 2.060
C -0.052 -2.523 2.594
H 0.229 -3.032 3.519
H -1.114 -2.708 2.396
C 0.794 -3.048 1.425
C 2.284 -2.804 1.667
C 3.114 -3.383 0.525
C 2.691 -2.772 -0.808
C 1.204 -3.007 -1.052
C 0.376 -2.425 0.091
H -0.686 -2.611 -0.088
H 0.530 -1.343 0.118
H 0.905 -2.550 -1.998
H 1.015 -4.080 -1.126
H 3.275 -3.209 -1.620
H 2.891 -1.697 -0.794
H 4.174 -3.190 0.703
H 2.974 -4.465 0.487
H 2.471 -1.730 1.740
H 2.582 -3.256 2.614
H 0.623 -4.128 1.367
C 1.029 0.886 3.862
H 2.034 1.089 4.240
H 0.297 1.386 4.508
O 0.930 1.394 2.539
C -0.044 2.279 2.269
O -0.791 2.731 3.098
C -0.117 2.587 0.816
C 0.743 1.989 -0.104
C 0.582 2.240 -1.454
C -0.434 3.081 -1.866
C -1.273 3.709 -0.967
C -1.115 3.459 0.384
H -1.757 3.916 1.121
H -2.043 4.364 -1.343
S -0.678 3.311 -3.621
O 0.569 3.631 -4.246
O -1.803 4.174 -3.836
N -1.039 1.734 -4.092
H -0.749 1.604 -5.049
C -2.413 1.333 -3.833
C -2.566 0.990 -2.388
C -1.940 0.058 -1.611
C -2.467 0.212 -0.306
C -3.374 1.222 -0.389
O -3.437 1.698 -1.642
H -4.016 1.671 0.343
H -2.219 -0.358 0.565
H -1.201 -0.645 -1.933
H -3.107 2.150 -4.071
H -2.645 0.464 -4.454
H 1.220 1.793 -2.198
H 1.526 1.333 0.243
```

Record 7
Formula: C10H25N2O2
Source: OMol25
Level of theory: ωB97M-V/def2-TZVPD

Summary:
spin multiplicity = 1
HOMO = -12.7 eV
SMILES string = CC[C@H](CO)NCC[NH2+][C@H](CC)CO
relative energy (zero: lowest compared OMol25 entry of this formula, charge and spin) = 2.7 kcal/mol
net charge = +1
orbital gap = 10.36 eV

The geometry in XYZ format:
```
39
C10H25N2O2 | OMol25 | ωB97M-V/def2-TZVPD
C 4.140 -0.668 -1.155
H 4.583 -1.528 -1.650
H 3.719 -0.022 -1.923
C 3.084 -1.132 -0.157
H 3.557 -1.806 0.559
H 2.301 -1.685 -0.682
C 2.443 0.030 0.613
N 1.509 0.724 -0.265
H 1.854 0.718 -1.215
C 1.063 2.049 0.122
H 1.596 2.861 -0.384
C -0.432 2.125 -0.224
N -1.089 0.955 0.390
H -0.363 0.159 0.398
C -2.324 0.438 -0.255
C -3.066 -0.442 0.756
C -4.469 -0.819 0.294
H -5.052 0.068 0.063
H -4.446 -1.457 -0.584
H -4.978 -1.363 1.085
H -3.154 0.105 1.698
H -2.477 -1.341 0.939
H -2.955 1.283 -0.548
C -1.915 -0.347 -1.508
H -1.518 0.333 -2.275
O -0.932 -1.286 -1.131
H -0.794 -1.907 -1.852
H -2.801 -0.835 -1.921
H -1.284 1.139 1.377
H -0.884 3.053 0.129
H -0.550 2.064 -1.306
H 1.198 2.183 1.197
C 1.648 -0.486 1.831
H 1.406 0.333 2.513
H 2.246 -1.215 2.386
O 0.403 -1.037 1.448
H 0.560 -1.811 0.895
H 3.242 0.691 0.985
H 4.931 -0.124 -0.646
```

Record 8
Formula: C41H41CeFP2
Source: OMol25
Level of theory: ωB97M-V/def2-TZVPD

Summary:
spin multiplicity = 1
HOMO (alpha / beta) = -13.4 / -13.4 eV
net charge = +2
orbital gap (alpha / beta) = 6.21 / 6.20 eV

The geometry in XYZ format:
```
86
C41H41CeFP2 | OMol25 | ωB97M-V/def2-TZVPD
Ce 0.364 1.329 2.297
C 2.792 -2.481 -2.905
C 1.749 -1.915 -3.527
C 0.676 -2.672 -4.262
C 0.261 -4.040 -3.649
C 0.100 -4.115 -2.154
C 1.066 -4.452 -1.290
C 2.490 -4.750 -1.650
C 3.070 -3.962 -2.857
C -1.758 1.436 3.318
H 3.570 -1.845 -2.461
H 1.688 -0.821 -3.598
H 0.977 -2.888 -5.305
H -0.210 -2.025 -4.345
H -0.700 -4.312 -4.105
H 0.973 -4.795 -3.995
H -0.926 -3.980 -1.792
H 0.826 -4.627 -0.235
H 2.628 -5.824 -1.879
H 3.104 -4.562 -0.757
H 4.159 -4.107 -2.831
H 2.729 -4.446 -3.778
H -1.356 1.867 4.260
H -2.597 0.768 3.539
H -2.074 2.295 2.691
P 0.016 1.396 -0.576
P -1.415 -0.664 1.363
C -0.373 -0.256 -1.155
C -1.041 -1.107 -0.337
C -0.583 2.548 -1.867
C -0.682 2.140 -3.208
C -1.073 3.040 -4.208
C -1.419 4.352 -3.868
C -1.355 4.763 -2.529
C -0.953 3.867 -1.537
C 1.874 1.465 -0.559
C 2.605 0.748 0.423
C 3.944 1.100 0.660
C 4.618 1.962 -0.204
C 3.933 2.548 -1.271
C 2.563 2.340 -1.413
C -3.116 -1.252 1.557
C -4.131 -0.456 0.989
C -5.467 -0.799 1.188
C -5.806 -1.937 1.935
C -4.796 -2.748 2.460
C -3.453 -2.403 2.283
C -0.371 -1.777 2.426
C -0.031 -1.417 3.745
C 0.784 -2.268 4.508
C 1.272 -3.456 3.960
C 0.942 -3.819 2.647
C 0.138 -2.971 1.885
H 0.046 -0.536 -2.133
H -1.404 -2.086 -0.666
H -0.429 1.113 -3.471
H -1.104 2.708 -5.247
H -1.731 5.051 -4.643
H -1.612 5.789 -2.258
H -0.894 4.186 -0.494
H 2.170 -0.102 0.991
H 4.464 0.700 1.531
H 5.677 2.179 -0.069
H 4.453 3.193 -1.976
H 2.003 2.874 -2.177
H -3.879 0.439 0.411
H -6.253 -0.172 0.767
H -6.851 -2.194 2.112
H -5.040 -3.650 3.022
H -2.660 -3.011 2.717
H -0.426 -0.487 4.190
H 1.049 -1.982 5.527
H 1.909 -4.114 4.551
H 1.320 -4.749 2.217
H -0.071 -3.206 0.843
F 0.010 7.687 3.016
C -0.049 6.348 2.702
C 1.101 5.579 2.812
C 1.052 4.217 2.405
C -0.156 3.698 1.969
C -1.305 4.485 1.865
C -1.263 5.836 2.248
H 2.020 6.032 3.182
H 1.976 3.623 2.393
H -2.219 4.054 1.462
H -2.134 6.484 2.172
```

Record 9
Formula: C13H32O4P
Source: OMol25
Level of theory: ωB97M-V/def2-TZVPD

Summary:
spin multiplicity = 1
HOMO = -2.7 eV
net charge = -1
orbital gap = 5.03 eV

The geometry in XYZ format:
```
50
C13H32O4P | OMol25 | ωB97M-V/def2-TZVPD
C -0.132 -5.196 -1.357
C 0.565 -4.625 -2.645
O 1.227 -3.394 -2.417
C 0.593 -2.275 -3.052
C -0.414 -1.550 -2.069
O -1.713 -1.403 -2.615
C -2.489 -2.591 -2.377
P -4.200 -2.473 -3.300
H -0.558 -6.187 -1.620
H 0.628 -5.296 -0.549
H -0.910 -4.506 -0.975
H -0.167 -4.591 -3.475
H 1.322 -5.398 -2.927
H 0.038 -2.529 -3.979
H 1.413 -1.584 -3.349
H -0.420 -2.144 -1.131
H -0.008 -0.524 -1.918
H -1.965 -3.463 -2.844
H -2.632 -2.743 -1.272
H -4.346 -3.927 -3.212
H -3.492 -2.677 -4.584
H -3.966 -1.026 -3.449
H -4.895 -2.265 -2.015
H -5.456 -2.318 -4.023
C 2.897 1.008 1.795
C 3.385 0.494 0.452
C 2.183 -0.297 -0.037
O 1.024 0.341 0.511
C 1.431 1.283 1.510
H 3.434 1.889 2.150
H 2.991 0.223 2.550
H 3.579 1.335 -0.221
H 4.293 -0.108 0.514
H 2.208 -1.328 0.331
H 2.110 -0.320 -1.125
H 1.287 2.289 1.103
H 0.803 1.175 2.394
C -0.810 5.543 4.306
C 0.509 6.083 3.784
C 1.315 4.810 3.595
O 0.381 3.774 3.276
C -0.949 4.248 3.524
H -1.652 6.219 4.160
H -0.726 5.327 5.376
H 0.353 6.574 2.819
H 0.990 6.795 4.455
H 1.834 4.526 4.518
H 2.053 4.894 2.794
H -1.433 4.418 2.557
H -1.513 3.487 4.065
```

Number 1: F_max 0.51 eV/Å. Number 2: F_max 1.76 eV/Å. Number 3: F_max 0.16 eV/Å. Number 4: F_max 1.23 eV/Å. Number 5: F_max 5.35 eV/Å. Number 6: F_max 0.97 eV/Å. Number 7: F_max 0.72 eV/Å. Number 8: F_max 2.47 eV/Å. Number 9: F_max 1.65 eV/Å.